14
Properties=species:S:1:pos:R:3:lowdin_charge:R:1 method="wB97M-V/def2-TZVPD" molar_mass_g_mol=97.1 e_tot_ev=-8829.258 de_lowest_ev=6.945 multiplicity=1 orbital_gap_ev="8.8 / 8.8" fmax_ha_per_bohr=0.0104
O -1.85502 1.56675 1.28043 0.0670
C -1.30367 1.38533 0.22002 -0.1821
C -0.20968 0.36598 0.04092 -0.4392
C 0.38229 -0.15949 -1.26665 -0.1509
N 1.02684 -1.15067 -0.32653 0.0114
C -0.26906 -1.10428 0.46835 -0.1300
C 1.20201 0.58829 0.67520 0.1006
H -1.59648 1.96724 -0.68050 0.1297
H -0.27626 -0.68620 -1.96328 0.1187
H 1.09416 0.49173 -1.77917 0.1153
H -1.00732 -1.76010 -0.01494 0.1161
H -0.19844 -1.32979 1.53389 0.1142
H 1.15880 0.25070 1.72729 0.0524
H 1.85181 -0.42550 0.08497 0.0769

---

127
Properties=species:S:1:pos:R:3:lowdin_charge:R:1 method="wB97M-V/def2-TZVPD" molar_mass_g_mol=1635.0 charge=-2 e_tot_ev=-251107.041 de_lowest_ev=5.813 multiplicity=1 orbital_gap_ev=7.6 fmax_ha_per_bohr=0.1639
Sr 2.43340 2.22121 0.50892 1.6388
N 5.96587 0.35975 -1.16523 0.1156
C 4.81168 -0.43709 -1.64773 -0.5017
C 5.19441 -1.58753 -2.54058 -0.0784
P 4.09454 -0.92516 -0.00129 0.3110
O 2.65073 -1.49316 -0.34423 -0.1405
O 4.97785 -1.95881 0.58115 -0.3014
O 4.05818 0.45165 0.65863 -0.4258
P 3.85895 0.91940 -2.52895 0.3713
O 3.16915 0.18901 -3.78468 -0.1408
O 4.97707 1.77075 -3.02325 -0.2918
O 2.77175 1.45516 -1.61837 -0.5294
H 6.79696 -0.19472 -0.96417 0.1569
H 5.53526 0.75060 -0.27932 0.1191
H 6.04190 1.13170 -1.88684 0.1105
H 5.88442 -2.25427 -2.02534 0.0766
H 5.61055 -1.24753 -3.48734 0.0801
H 4.29041 -2.15414 -2.75059 0.0792
H 2.00155 -0.75962 -0.20664 0.0108
H 2.38337 -0.29494 -3.50481 0.0003
F -4.70440 1.42327 -7.12053 0.0175
C -3.71311 1.33366 -6.18583 -0.2856
C -3.99991 1.62381 -4.86803 -0.0171
C -2.98576 1.52350 -3.93096 -0.1175
C -1.70129 1.13257 -4.28545 -0.3436
C -1.44653 0.89256 -5.62957 -0.1361
C -2.44348 0.97077 -6.58681 -0.0276
Sb -0.00054 1.22558 -2.83642 1.6741
C 0.24018 -1.00620 -2.94148 -0.3325
C 0.24999 -1.79415 -1.79671 -0.1288
C 0.60306 -3.13374 -1.84141 -0.0060
C 0.95282 -3.68570 -3.05739 -0.2674
F 1.29106 -5.00322 -3.12687 0.0302
C 0.98006 -2.93562 -4.21646 -0.0186
C 0.63287 -1.59597 -4.14034 -0.1488
C -1.46494 1.08249 -1.22972 -0.3646
C -2.30695 -0.01682 -1.08172 -0.1403
C -3.31003 -0.02142 -0.12577 -0.0285
C -3.46268 1.09512 0.67718 -0.2690
F -4.46352 1.08919 1.59880 0.0357
C -2.65126 2.20507 0.55274 -0.0064
C -1.64632 2.18112 -0.40479 -0.1101
H -4.99466 1.94082 -4.59191 0.1105
H -3.19921 1.77390 -2.90247 0.0919
H -0.43801 0.66305 -5.94180 0.0865
H -2.24564 0.78066 -7.63114 0.1075
H -0.00263 -1.34661 -0.84790 0.0804
H 0.63046 -3.74124 -0.95174 0.1076
H 1.28198 -3.38947 -5.14859 0.1104
H 0.66083 -0.99461 -5.03782 0.0854
H -2.18723 -0.87455 -1.72818 0.0972
H -3.97195 -0.86786 -0.00037 0.1089
H -2.77747 3.05230 1.20684 0.1018
H -1.01038 3.04454 -0.52365 0.0786
F 2.89317 6.86395 2.30862 0.1226
C 2.55654 5.99400 1.34060 -0.6217
F 3.45937 6.21441 0.35903 0.1159
F 1.36375 6.37697 0.89913 0.1240
S 2.79497 4.25802 2.02941 0.5788
O 3.83668 3.68020 1.24231 -0.4013
O 3.15311 4.52962 3.38713 -0.2406
N 1.46579 3.45511 1.96079 -0.4996
S 0.33463 4.03536 2.82108 0.6098
O 0.43755 5.44524 3.02786 -0.2503
O -0.93803 3.49592 2.46732 -0.2471
C 0.56344 3.34251 4.57240 -0.6196
F 1.35214 4.05547 5.37769 0.1257
F 0.96744 2.07092 4.63494 0.1307
F -0.65700 3.36976 5.15781 0.0945
F 3.50901 5.44835 -3.30154 0.1376
C 3.11077 4.36880 -2.62788 -0.6394
F 4.15519 4.01775 -1.87629 0.1270
F 2.86376 3.39732 -3.50544 0.0973
S 1.60388 4.76054 -1.56598 0.6314
O 1.86940 4.18811 -0.29250 -0.5108
O 1.48323 6.17468 -1.67595 -0.2406
N 0.37698 4.03900 -2.23423 -0.3543
S 0.01198 4.64965 -3.63127 0.5621
O 1.13070 5.11945 -4.38218 -0.2613
O -0.93784 3.82007 -4.30916 -0.2964
C -0.95890 6.23605 -3.23088 -0.6410
F -0.26654 7.34677 -3.45892 0.1304
F -1.38690 6.24521 -1.96939 0.1267
F -2.06102 6.33295 -4.00244 0.1058
O 2.02619 0.76102 2.47422 -0.0443
C 1.34088 0.08759 1.71863 -0.6843
O 1.09538 0.40520 0.50415 -0.2493
C 0.74609 -1.24263 2.20663 -0.1517
C -0.76114 -1.09707 2.35599 -0.2276
Ge -1.62062 -2.83385 2.81047 1.0688
C -3.57536 -2.62844 3.14967 -0.2567
C -4.01983 -1.56850 3.93087 -0.1085
C -5.36064 -1.42206 4.23604 -0.0925
C -6.28225 -2.34040 3.76111 -0.1048
C -5.85441 -3.40370 2.98381 -0.1008
C -4.51014 -3.54623 2.68689 -0.1169
C -1.39395 -4.16160 1.35349 -0.2654
C -2.17313 -4.05206 0.20762 -0.1242
C -2.05483 -4.96528 -0.82464 -0.0918
C -1.14477 -6.00469 -0.72647 -0.1031
C -0.33966 -6.10613 0.39558 -0.0936
C -0.46187 -5.18801 1.42547 -0.1141
C -0.91840 -3.54591 4.53680 -0.2517
C -1.04742 -4.88525 4.88692 -0.1197
C -0.61480 -5.34353 6.11912 -0.1019
C -0.05789 -4.46095 7.02992 -0.1059
C 0.06678 -3.12260 6.69858 -0.0899
C -0.35922 -2.67218 5.46148 -0.1048
H 1.21352 -1.50205 3.15620 0.1113
H 0.99255 -2.01304 1.47352 0.1027
H -1.18020 -0.72947 1.42085 0.0549
H -0.97972 -0.35381 3.12068 0.0762
H -3.30376 -0.84638 4.29734 0.1005
H -5.68850 -0.58762 4.84064 0.1004
H -7.33324 -2.22491 3.99156 0.0939
H -6.57221 -4.12253 2.60845 0.0951
H -4.17801 -4.37905 2.07993 0.0888
H -2.86896 -3.22970 0.12296 0.0922
H -2.66757 -4.86529 -1.70920 0.1055
H -1.04486 -6.71601 -1.53442 0.1009
H 0.38984 -6.90118 0.46316 0.1006
H 0.18647 -5.25597 2.28873 0.0970
H -1.49161 -5.57708 4.18173 0.0952
H -0.71347 -6.39079 6.37468 0.0949
H 0.27839 -4.81560 7.99538 0.0941
H 0.49851 -2.42616 7.40394 0.1007
H -0.25282 -1.62733 5.20642 0.0977

---

16
Properties=species:S:1:pos:R:3:lowdin_charge:R:1 method="wB97M-V/def2-TZVPD" molar_mass_g_mol=107.1 e_tot_ev=-10888.488 de_lowest_ev=2.093 multiplicity=1 smiles="C[C@@H](N)C(=O)O.O" orbital_gap_ev=9.7 fmax_ha_per_bohr=0.0962
C 1.72633 0.60815 0.54548 -0.0546
C 0.10280 0.82634 0.66636 -0.3228
N -0.28733 1.66768 -0.49857 0.0046
C -0.62539 -0.51461 0.97527 -0.4413
O -1.23103 -0.68803 2.07569 0.0407
O -0.34307 -1.41775 0.02081 0.0875
H 2.05504 0.17292 1.50955 0.0756
H 2.05509 0.12984 -0.41671 0.0789
H 2.16681 1.60733 0.36356 0.0589
H -0.14212 1.45129 1.63887 0.1619
H 0.36842 2.57506 -0.45373 0.1298
H 0.02563 1.20748 -1.32379 -0.0010
H -0.52935 -2.32142 0.37778 0.1484
O 0.24511 -0.45534 -2.73802 -0.0967
H -0.65276 -0.18221 -3.00390 0.0464
H 0.07411 -1.34430 -3.19217 0.0837

---

46
Properties=species:S:1:pos:R:3:lowdin_charge:R:1 method="wB97M-V/def2-TZVPD" molar_mass_g_mol=397.4 e_tot_ev=-37993.240 de_lowest_ev=1.452 multiplicity=1 smiles=Cn1cc(-c2ccc3nc4c(n3n2)[C@H](c2ccccc2OC(F)F)OCC4)cn1 orbital_gap_ev=8.1 fmax_ha_per_bohr=0.1020
C 4.36861 -4.16300 2.86984 -0.0033
N 3.18857 -3.96205 2.01197 -0.1982
C 2.38302 -2.82441 1.86525 0.0238
C 1.24063 -3.24251 1.12342 -0.1364
C 0.01335 -2.54596 0.72427 -0.2093
C -1.21936 -3.26566 0.68344 -0.0034
C -2.41935 -2.52192 0.53924 0.0887
C -2.30188 -1.10275 0.22153 -0.3405
N -3.26397 -0.24523 0.05128 0.1600
C -2.69854 0.94257 -0.22868 -0.2221
C -1.36497 0.78437 -0.19318 -0.1111
N -1.13648 -0.54229 0.15269 0.0207
N -0.00861 -1.19150 0.47223 0.1890
C -0.42298 1.85324 -0.60924 -0.1589
C 0.69748 1.90616 0.44495 -0.0771
C 0.36605 2.12014 1.82225 0.0083
C 1.39554 2.20315 2.80697 -0.0874
C 2.74988 2.07228 2.45491 -0.0609
C 3.01690 1.64771 1.10575 0.0050
C 2.00601 1.57763 0.15582 -0.2779
O 2.36406 1.28848 -1.13447 0.0434
C 2.79900 -0.06963 -1.28555 -0.3344
F 2.32559 -0.54577 -2.52298 0.0394
F 4.15895 -0.14812 -1.40367 0.0770
O -1.11891 3.14830 -0.66510 -0.0718
C -2.36173 3.14404 -1.33772 -0.1878
C -3.33955 2.27866 -0.53624 -0.0729
C 1.53977 -4.69250 0.81764 -0.0847
N 2.70797 -5.00128 1.33004 0.0398
H 4.49659 -3.36812 3.59024 0.0880
H 5.20976 -4.24227 2.20618 0.0764
H 4.30423 -5.17784 3.25466 0.0857
H 2.57464 -1.82656 2.10599 0.0992
H -1.14150 -4.32363 0.97819 0.1089
H -3.39079 -2.94400 0.67849 0.1034
H -0.03261 1.54311 -1.60083 0.1667
H -0.67866 2.39934 2.15182 0.1386
H 1.22691 2.47900 3.86600 0.1047
H 3.50646 2.34308 3.18729 0.0986
H 4.03942 1.46833 0.73976 0.1224
H 2.39791 -0.74924 -0.50723 0.1495
H -2.68965 4.14291 -1.46248 0.1102
H -2.31089 2.73753 -2.35803 0.1312
H -3.55726 2.74538 0.39803 0.1074
H -4.29634 2.00666 -1.02605 0.1294
H 1.02284 -5.37861 0.10038 0.1230